{"formula": "C16H48N7O5P2", "method": "ωB97M-V/def2-TZVPD", "homo_ev": -10.7105, "homo_lumo_gap_ev": 7.7, "fmax_ha_per_bohr": 0.098, "total_charge": 1, "symbols": ["N", "P", "C", "C", "N", "N", "C", "C", "P", "N", "O", "O", "H", "H", "H", "H", "H", "H", "H", "H", "H", "H", "H", "H", "H", "H", "H", "C", "C", "C", "O", "C", "N", "H", "H", "H", "H", "H", "H", "H", "H", "H", "H", "H", "C", "C", "C", "O", "C", "N", "H", "H", "H", "H", "H", "H", "H", "H", "H", "H", "H", "C", "C", "C", "O", "C", "N", "H", "H", "H", "H", "H", "H", "H", "H", "H", "H", "H"], "xyz": [[1.26757, 3.79596, 1.35972], [2.49695, 4.79450, 1.51951], [4.04425, 4.03856, 0.81967], [3.89364, 2.93583, -0.25978], [3.11812, 3.31788, -1.45352], [5.34174, 2.65465, -0.56574], [6.20167, 3.06574, 0.61990], [5.11139, 3.36112, 1.75181], [4.75998, 1.66669, 2.46455], [3.30624, 1.51924, 3.10035], [5.85403, 1.31604, 3.67851], [4.96067, 0.47058, 1.33958], [0.88053, 3.62241, 2.28642], [2.28948, 5.99955, 0.77690], [2.75163, 5.22967, 2.86094], [4.62480, 4.86896, 0.34669], [3.35049, 2.04012, 0.09278], [2.13499, 3.37287, -1.14142], [3.12926, 2.48421, -2.04149], [5.60087, 3.32449, -1.29480], [5.58543, 1.67997, -0.75347], [7.04573, 2.41166, 0.87904], [6.63696, 4.07246, 0.46449], [5.41652, 4.08924, 2.52058], [2.80626, 2.39749, 2.95824], [5.95857, 2.11550, 4.20484], [4.13488, -0.02308, 1.26987], [-0.48711, 0.37251, -1.07649], [-0.81941, 1.81354, -0.70364], [-2.29829, 2.17056, -0.91200], [-2.66369, 2.39165, -2.26602], [-2.92534, 1.21332, -3.00822], [0.06638, 2.71891, -1.44429], [-0.42503, 0.22209, -2.15481], [0.48143, 0.08598, -0.66036], [-1.23436, -0.31617, -0.67776], [-0.60536, 1.92827, 0.36282], [-2.49094, 3.11857, -0.40170], [-2.95629, 1.42678, -0.44917], [-3.38867, 0.43731, -2.39284], [-2.00781, 0.83441, -3.46533], [-3.61215, 1.47198, -3.81490], [-0.09368, 3.66885, -1.11660], [-0.25613, 2.73829, -2.41009], [-0.24224, -6.28024, -0.62514], [0.82213, -5.21693, -0.37307], [0.24268, -3.81546, -0.11110], [-0.21459, -3.14027, -1.27265], [-1.51593, -3.51012, -1.69624], [1.76650, -5.21474, -1.49546], [-0.66727, -6.21398, -1.62680], [0.19107, -7.27652, -0.52959], [-1.05623, -6.20131, 0.09889], [1.36738, -5.51325, 0.52827], [1.04595, -3.18947, 0.28951], [-0.54420, -3.84220, 0.65322], [-2.17194, -3.74033, -0.85175], [-1.47063, -4.35964, -2.38046], [-1.94006, -2.66771, -2.24634], [2.53026, -4.57893, -1.28090], [1.30002, -4.77380, -2.28454], [-5.67167, -3.13660, 0.89971], [-6.10981, -1.77758, 0.36219], [-4.94224, -0.90825, -0.13672], [-4.17744, -0.29981, 0.89366], [-3.19712, -1.14219, 1.47518], [-6.89930, -1.09258, 1.39016], [-5.23168, -3.06812, 1.89488], [-6.52996, -3.80498, 0.97760], [-4.94364, -3.60703, 0.23396], [-6.76126, -1.96477, -0.49671], [-5.36365, -0.07844, -0.71201], [-4.28964, -1.46578, -0.82213], [-2.76051, -1.82899, 0.74379], [-3.61921, -1.70112, 2.31282], [-2.40327, -0.50671, 1.87217], [-7.27587, -0.23354, 0.99781], [-6.25281, -0.76779, 2.10500]]}

{"formula": "C18H28NO2", "method": "ωB97M-V/def2-TZVPD", "homo_ev": -11.5610, "homo_lumo_gap_ev": 7.6, "fmax_ha_per_bohr": 0.040, "total_charge": 1, "de_lowest_ev": 1.881, "symbols": ["C", "C", "O", "C", "O", "C", "C", "N", "C", "C", "C", "C", "C", "C", "C", "C", "C", "C", "C", "C", "C", "H", "H", "H", "H", "H", "H", "H", "H", "H", "H", "H", "H", "H", "H", "H", "H", "H", "H", "H", "H", "H", "H", "H", "H", "H", "H", "H", "H"], "xyz": [[-3.21199, 1.17754, 4.20011], [-3.43377, 0.05697, 3.21806], [-2.16681, 0.03292, 2.47143], [-2.05083, -0.79836, 1.43832], [-2.95041, -1.49550, 0.99451], [-0.64832, -0.74912, 0.80396], [-0.90709, -1.59447, -0.36250], [-0.34374, -2.75125, -0.56024], [1.01537, -3.07265, -0.07646], [-1.03796, -3.74712, -1.37462], [-0.26088, 0.66693, 0.54056], [0.23039, 1.32160, 1.84271], [0.70934, 0.89637, -0.61919], [0.25212, 1.48819, -1.81490], [-1.20287, 1.84166, -2.00116], [1.14810, 1.78643, -2.84343], [2.51810, 1.55924, -2.69772], [3.47503, 2.01629, -3.75674], [2.95382, 0.91706, -1.53764], [2.07819, 0.59089, -0.49766], [2.69468, -0.03763, 0.72106], [-4.00114, 1.21756, 4.94983], [-2.24960, 1.05831, 4.70942], [-3.19948, 2.13964, 3.67923], [-3.57300, -0.91313, 3.71176], [-4.26019, 0.27115, 2.52654], [0.03626, -1.26150, 1.50893], [-1.75826, -1.35121, -1.01381], [1.05260, -3.04872, 1.02206], [1.26351, -4.08481, -0.41443], [1.76320, -2.36716, -0.47348], [-2.10369, -3.68368, -1.12954], [-0.91526, -3.54208, -2.44557], [-0.64593, -4.73701, -1.13307], [-1.18236, 1.19879, 0.26023], [-0.61400, 1.62740, 2.46400], [0.81849, 0.61137, 2.43657], [0.83543, 2.20986, 1.61735], [-1.36287, 2.24465, -3.00984], [-1.85894, 0.96714, -1.87641], [-1.52858, 2.62119, -1.29501], [0.77254, 2.24089, -3.76752], [4.49664, 1.71831, -3.51005], [3.21593, 1.58725, -4.73195], [3.45379, 3.10788, -3.87514], [4.01527, 0.67717, -1.41855], [3.69465, -0.40738, 0.45831], [2.84260, 0.68194, 1.53985], [2.13192, -0.88984, 1.12184]]}

{"formula": "C3H10NS2", "method": "ωB97M-V/def2-TZVPD", "homo_ev": -13.1986, "homo_lumo_gap_ev": 6.9, "fmax_ha_per_bohr": 0.074, "total_charge": 1, "de_lowest_ev": 2.917, "symbols": ["C", "C", "C", "N", "S", "S", "H", "H", "H", "H", "H", "H", "H", "H", "H", "H"], "xyz": [[-0.70307, -2.05713, -0.84663], [-0.43586, -0.85484, 0.26453], [0.03655, 0.35987, -0.52813], [-1.51074, -0.75828, 1.14325], [-0.50066, 1.84810, -0.06476], [2.87380, 2.22626, 0.64400], [-0.99651, -2.97947, -0.38538], [-1.56000, -1.72902, -1.40332], [0.12718, -2.14752, -1.50867], [0.51702, -1.31585, 0.77134], [0.74605, 0.33068, -1.36390], [-2.23363, -0.09931, 0.96016], [-1.66205, -1.48174, 1.80399], [3.66325, 3.28566, 0.59922], [-0.29915, 2.44954, -1.33873], [1.93781, 2.92305, 1.25304]]}

{"formula": "C6H13N4O2S", "method": "ωB97M-V/def2-TZVPD", "homo_ev": -12.7788, "homo_lumo_gap_ev": 9.3, "fmax_ha_per_bohr": 0.065, "total_charge": 1, "de_lowest_ev": 1.133, "symbols": ["C", "C", "O", "N", "C", "C", "C", "S", "N", "C", "N", "N", "O", "H", "H", "H", "H", "H", "H", "H", "H", "H", "H", "H", "H", "H"], "xyz": [[-1.31898, 2.44683, -0.32728], [-1.82608, 1.08598, -0.80031], [-2.65256, 1.06452, -1.61580], [-1.37220, -0.18896, -0.25267], [-2.04321, -0.28454, 1.08187], [0.04834, -0.23465, -0.06170], [1.01515, 0.37660, -1.08880], [0.78566, -0.57032, -2.66663], [2.27843, -0.12950, -0.48617], [2.00895, -1.13921, 0.37356], [2.73146, -1.62965, 1.33431], [0.74188, -1.54018, 0.05508], [0.18983, -2.49239, 0.88030], [-2.13237, 3.17479, -0.32041], [-0.84921, 2.43497, 0.66607], [-0.57334, 2.84260, -1.03004], [-3.10317, -0.05317, 0.93884], [-1.63125, 0.47719, 1.76585], [-1.94993, -1.27928, 1.51602], [0.31031, 0.27750, 0.90016], [0.99909, 1.45188, -1.22881], [-0.27876, 0.02652, -3.26693], [2.87846, 0.61842, -0.15583], [3.74266, -1.64835, 1.35518], [2.23991, -1.96582, 2.15684], [-0.23905, -3.12178, 0.27731]]}

{"formula": "CH3NO2", "method": "ωB97M-V/def2-TZVPD", "homo_ev": -10.2209, "homo_lumo_gap_ev": 10.8, "fmax_ha_per_bohr": 0.146, "de_lowest_ev": 3.777, "symbols": ["O", "C", "N", "O", "H", "H", "H"], "xyz": [[1.15738, 1.28883, -0.46639], [0.27591, 0.40239, -0.46760], [-0.05052, -0.28883, 0.60820], [-1.11857, -1.12689, 0.26909], [-0.10725, 0.05603, -1.53698], [-0.55546, 0.41729, 1.35003], [-0.94957, -2.16138, 0.31354]]}

{"formula": "C3H10Si", "method": "ωB97M-V/def2-TZVPD", "homo_ev": -8.3430, "homo_lumo_gap_ev": 9.2, "fmax_ha_per_bohr": 0.082, "de_lowest_ev": 1.730, "symbols": ["C", "C", "C", "Si", "H", "H", "H", "H", "H", "H", "H", "H", "H", "H"], "xyz": [[-0.96396, -1.24846, 1.25577], [1.59648, 0.98994, 0.39386], [-0.90080, 0.48599, -1.60037], [0.52922, -0.22070, -0.50964], [-1.98903, -0.91313, 1.11446], [-0.97692, -2.36033, 1.34982], [-0.48949, -0.73111, 2.12834], [1.86263, 1.86453, -0.08783], [1.16533, 1.31957, 1.42237], [2.53028, 0.59022, 0.75261], [-1.68881, 0.74229, -0.98829], [-0.70287, 1.37484, -2.33720], [-1.25724, -0.36535, -2.12095], [1.28518, -1.52829, -0.77296]]}

no.,E_tot (a.u.),E_LUMO (eV)
1,-2080.289586,-3.1
2,-907.675799,-3.9
3,-971.087330,-6.3
4,-1003.785700,-3.5
5,-245.040348,0.6
6,-409.708145,0.9